[1]
C27H31N5O3 | the ωB97M-V functional and the def2-TZVPD basis

```
! RIJCOSX wB97M-V def2-TZVPD def2/J DEFGRID3
* xyz 0 1
C 0.296 3.366 1.282
C 1.245 2.609 0.422
N 0.856 2.159 -0.800
C 1.940 1.562 -1.361
C 1.970 0.895 -2.676
C 3.012 1.684 -0.465
N 2.586 2.336 0.643
H 0.209 2.911 2.278
H 0.622 4.410 1.401
H -0.692 3.340 0.801
H 2.829 0.212 -2.709
H 1.052 0.325 -2.842
H 2.089 1.635 -3.479
H 4.024 1.337 -0.592
C 10.774 0.208 2.064
N 9.713 1.061 1.574
C 9.985 2.270 1.003
O 11.109 2.708 0.775
C 8.660 2.950 0.706
C 8.504 3.422 -0.739
C 9.622 4.298 -1.255
C 10.228 3.985 -2.471
C 11.286 4.755 -2.962
C 11.704 5.891 -2.244
C 11.070 6.233 -1.046
C 10.025 5.445 -0.552
N 7.676 1.923 1.079
C 6.340 2.201 1.026
C 5.311 1.478 1.623
C 4.018 2.004 1.956
C 3.166 1.249 2.936
C 3.296 -0.132 3.095
C 2.516 -0.804 4.062
N 3.015 -2.026 4.602
O 2.438 -2.462 5.623
O 4.010 -2.583 4.077
C 1.426 -0.173 4.683
C 1.237 1.190 4.464
C 2.150 1.905 3.668
C 8.300 0.816 1.828
C 7.923 -0.561 1.272
C 8.009 0.897 3.336
H 11.730 0.624 1.732
H 10.763 0.153 3.163
H 10.664 -0.804 1.655
H 8.566 3.833 1.370
H 8.415 2.534 -1.385
H 7.559 3.984 -0.788
H 9.875 3.113 -3.033
H 11.773 4.491 -3.904
H 12.526 6.505 -2.624
H 11.380 7.127 -0.493
H 9.522 5.713 0.376
H 6.091 3.133 0.496
H 5.506 0.450 1.936
H 4.012 3.104 2.063
H 4.019 -0.712 2.531
H 0.788 -0.754 5.351
H 0.374 1.704 4.908
H 2.088 2.992 3.590
H 8.210 -0.607 0.212
H 8.488 -1.328 1.816
H 6.854 -0.766 1.380
H 8.553 1.749 3.767
H 6.937 1.016 3.523
H 8.357 -0.027 3.815
*
```

Summary:
Relative energy (zero: lowest compared OMol25 entry of this formula, charge and spin) ... 574.0 kJ/mol
HOMO-LUMO gap ... 6.0 eV

[2]
C27H32BF5N3OP2S | the ωB97M-V functional and the def2-TZVPD basis

```
! RIJCOSX wB97M-V def2-TZVPD def2/J DEFGRID3
* xyz -1 1
C -1.679 0.631 6.380
C -1.630 0.003 5.006
C -1.741 -1.373 4.884
C -1.690 -1.928 3.637
C -1.504 -1.158 2.514
C -1.357 0.204 2.613
C -1.446 0.757 3.880
N -1.128 1.107 1.546
C 0.208 1.728 1.566
C 1.292 1.041 0.785
C 1.443 -0.436 1.066
F 1.220 1.312 -0.582
C -1.572 0.705 0.260
C -1.887 1.716 -0.665
P -1.812 3.534 -0.415
C -2.219 4.022 1.302
C -0.147 4.164 -0.906
C -2.292 1.365 -1.921
C -2.415 0.061 -2.345
P -2.924 -0.162 -4.064
N -4.488 -0.131 -4.266
C -2.151 -0.958 -1.445
C -2.302 -2.397 -1.890
C -0.951 -3.143 -2.088
C -0.462 -2.958 -3.526
O -1.065 -3.537 -4.389
N 0.654 -2.136 -3.946
C 1.900 -2.289 -3.269
C 2.771 -1.217 -3.255
C 3.992 -1.285 -2.643
C 4.379 -2.448 -2.009
C 3.532 -3.524 -2.035
C 2.308 -3.454 -2.659
C -1.739 -0.608 -0.159
S -1.459 -1.975 0.952
H -2.541 0.246 6.915
H -0.772 0.342 6.904
H -1.691 1.710 6.279
H -1.857 -1.973 5.773
H -1.779 -3.003 3.565
H -1.343 1.829 3.986
H 0.563 1.757 2.592
H 0.190 2.766 1.253
H 2.232 1.492 1.104
H 2.498 -0.654 1.071
H 1.029 -1.046 0.273
H 1.068 -0.705 2.048
H -1.730 3.462 2.093
H -1.887 5.056 1.405
H -3.292 4.046 1.447
H 0.543 4.377 -0.095
H 0.298 3.398 -1.534
H -0.306 5.018 -1.552
H -2.520 2.158 -2.621
H -2.374 -1.374 -4.523
H -2.357 0.926 -4.760
H -4.735 0.636 -4.875
H -2.910 -2.910 -1.149
H -2.833 -2.472 -2.831
H -1.072 -4.205 -1.896
H -0.182 -2.810 -1.396
H 0.380 -1.162 -3.852
H 2.495 -0.298 -3.755
H 4.650 -0.431 -2.655
H 5.329 -2.487 -1.502
H 3.848 -4.429 -1.537
H 1.646 -4.309 -2.653
B 5.562 1.968 1.716
F 5.295 3.229 1.153
F 5.933 1.063 0.695
F 6.593 2.072 2.658
F 4.392 1.484 2.344
*
```

Summary:
HOMO-LUMO gap ... 8.0 eV

[3]
C27H32CrFN5O6S | the ωB97M-V functional and the def2-TZVPD basis

```
! RIJCOSX wB97M-V def2-TZVPD def2/J DEFGRID3
* xyz -1 2
Cr -0.465 0.099 0.027
O -2.677 0.714 3.171
C -1.975 0.763 2.194
O -1.431 -0.268 1.586
C -1.559 2.105 1.525
O -1.960 3.179 1.906
O -0.736 1.907 0.534
C -2.250 -4.905 -2.718
O -2.709 -3.949 -1.774
C -1.883 -2.971 -1.323
O -2.198 -2.291 -0.393
N -0.680 -2.885 -2.003
N 0.117 -1.779 -1.666
H -2.993 -5.696 -2.725
H -1.282 -5.318 -2.433
H -2.191 -4.480 -3.725
H -0.716 -3.106 -2.985
H -0.043 -1.025 -2.332
H 1.088 -2.062 -1.678
C 3.289 2.404 2.407
C 1.832 1.951 2.544
C 1.043 2.976 3.365
C 1.744 0.557 3.139
C 1.992 0.411 4.500
C 1.959 -0.830 5.104
C 1.671 -1.942 4.335
C 1.415 -1.852 2.968
C 1.072 -3.171 2.283
C 1.842 -3.487 1.003
C -0.436 -3.298 2.069
C 1.448 -0.579 2.360
N 1.250 -0.403 0.948
C 2.416 -0.253 0.247
C 3.714 -0.607 0.672
C 4.818 -0.415 -0.144
C 4.706 0.142 -1.411
C 3.446 0.526 -1.859
C 2.375 0.316 -1.031
F 1.131 0.725 -1.440
H 3.331 3.412 1.985
H 3.863 1.738 1.761
H 3.776 2.430 3.387
H 1.391 1.925 1.551
H 1.547 3.203 4.310
H 0.036 2.629 3.594
H 0.947 3.908 2.805
H 2.212 1.290 5.094
H 2.150 -0.932 6.166
H 1.638 -2.921 4.803
H 1.363 -3.941 3.005
H 1.538 -2.823 0.200
H 1.628 -4.516 0.698
H 2.920 -3.389 1.140
H -0.818 -2.508 1.432
H -0.969 -3.223 3.019
H -0.678 -4.262 1.611
H 3.841 -1.025 1.663
H 5.794 -0.706 0.228
H 5.578 0.293 -2.034
H 3.287 0.996 -2.821
C 0.683 4.647 -2.450
C -0.676 4.018 -2.379
C -1.841 4.779 -2.365
C -3.030 4.081 -2.271
N -3.087 2.759 -2.143
C -1.914 2.119 -2.121
S -1.959 0.385 -1.829
N -0.718 2.694 -2.295
H 0.672 5.579 -3.016
H 1.390 3.948 -2.894
H 1.022 4.865 -1.434
H -1.819 5.858 -2.431
H -3.983 4.602 -2.288
*
```

Summary:
Relative energy (zero: lowest compared OMol25 entry of this formula, charge and spin) ... 114.5 kJ/mol
HOMO-LUMO gap (alpha / beta) ... 7.0 / 7.0 eV

[4]
C27H32N2O2 | the ωB97M-V functional and the def2-TZVPD basis

```
! RIJCOSX wB97M-V def2-TZVPD def2/J DEFGRID3
* xyz 0 1
C -1.079 -0.419 -2.616
C -2.025 -0.501 -1.474
C -1.950 -1.189 -0.289
C -3.155 -0.884 0.410
C -3.862 -0.034 -0.385
O -3.169 0.209 -1.521
C -5.192 0.636 -0.172
C -5.633 1.336 -1.459
H -5.729 0.618 -2.269
H -4.906 2.089 -1.754
H -6.594 1.821 -1.308
C -6.232 -0.417 0.225
H -5.951 -0.906 1.154
H -7.204 0.052 0.361
H -6.319 -1.176 -0.549
C -5.049 1.669 0.955
H -4.738 1.185 1.878
H -6.000 2.168 1.128
H -4.307 2.420 0.693
H -3.455 -1.281 1.359
C -0.860 -2.112 0.089
O -0.378 -2.886 -0.722
N -0.470 -2.103 1.395
C -0.632 -0.970 2.278
H -1.065 -1.308 3.227
C 0.748 -0.317 2.511
N 1.580 -0.678 1.382
C 1.971 -2.068 1.507
C 0.690 -2.897 1.744
H 0.594 -3.187 2.794
H 0.689 -3.791 1.121
H 2.454 -2.378 0.581
H 2.682 -2.223 2.340
C 2.659 0.247 1.098
C 2.101 1.617 0.772
C 0.888 1.741 0.104
C 0.401 2.989 -0.237
C 1.124 4.129 0.076
C 2.335 4.012 0.736
C 2.820 2.763 1.082
H 3.766 2.678 1.599
H 2.904 4.896 0.983
H 0.744 5.104 -0.191
H -0.547 3.074 -0.749
H 0.325 0.852 -0.132
C 3.444 -0.175 -0.126
C 4.825 -0.042 -0.153
C 5.540 -0.375 -1.291
C 4.880 -0.847 -2.412
C 3.501 -0.984 -2.390
C 2.787 -0.644 -1.256
H 1.715 -0.763 -1.235
H 2.980 -1.358 -3.259
H 5.438 -1.110 -3.298
H 6.615 -0.269 -1.300
H 5.347 0.322 0.720
H 3.357 0.333 1.956
H 0.643 0.767 2.566
H 1.189 -0.664 3.463
H -1.309 -0.250 1.820
H -0.484 0.494 -2.570
H -1.631 -0.418 -3.553
H -0.418 -1.281 -2.585
*
```

Summary:
SMILES ... Cc1oc(C(C)(C)C)cc1C(=O)N1CCN(C(c2ccccc2)c2ccccc2)CC1
Relative energy (zero: lowest compared OMol25 entry of this formula, charge and spin) ... 0.0 kJ/mol
HOMO-LUMO gap ... 8.9 eV

[5]
C27H32N3O4Pt | the ωB97M-V functional and the def2-TZVPD basis

```
! RIJCOSX wB97M-V def2-TZVPD def2/J DEFGRID3
* xyz -1 3
Pt -0.552 1.846 -0.596
O -2.225 -1.995 -0.020
C -3.401 -1.835 0.588
C -4.136 -2.973 0.959
C -5.311 -2.852 1.673
C -5.732 -1.550 2.064
C -5.060 -0.433 1.583
C -3.826 -0.503 0.923
C -2.941 0.636 0.547
O -1.711 0.290 0.257
N -3.353 1.891 0.391
N -2.294 2.699 0.070
C -2.480 4.013 0.187
C -1.601 5.048 -0.193
C -1.819 6.333 0.292
C -0.864 7.313 0.351
C 0.362 7.106 -0.275
C 0.591 5.855 -0.921
C -0.295 4.756 -0.734
O 0.193 3.626 -1.159
H -1.843 -0.966 -0.040
H -3.675 -3.957 0.657
H -5.941 -3.656 1.925
H -6.542 -1.464 2.765
H -5.524 0.564 1.717
H -3.427 4.353 0.573
H -2.786 6.512 0.726
H -1.168 8.234 0.871
H 1.149 7.838 -0.217
H 1.521 5.709 -1.434
C 4.432 2.638 1.884
N 3.902 2.112 0.709
C 4.457 2.630 -0.518
C 2.457 1.958 0.717
C 2.044 0.606 0.117
C 2.938 -0.501 0.130
C 2.629 -1.694 -0.509
C 1.398 -1.843 -1.150
C 0.591 -0.737 -1.217
C 0.835 0.457 -0.552
H 4.041 3.659 2.156
H 5.550 2.767 1.920
H 4.166 2.053 2.794
H 4.492 3.762 -0.482
H 3.823 2.320 -1.365
H 5.451 2.254 -0.611
H 2.005 2.732 0.117
H 2.110 1.938 1.785
H 3.856 -0.385 0.750
H 3.283 -2.544 -0.368
H 1.064 -2.865 -1.570
H -0.291 -0.819 -1.807
C 1.637 -5.619 1.012
C 1.869 -5.665 -0.516
O 0.682 -5.074 -1.025
C 0.312 -5.536 -2.317
C -1.179 -5.234 -2.602
H 2.579 -5.921 1.472
H 0.814 -6.296 1.330
H 1.416 -4.617 1.258
H 1.971 -6.705 -0.859
H 2.737 -5.043 -0.881
H 0.606 -6.658 -2.443
H 0.918 -4.991 -3.104
H -1.502 -5.154 -3.630
H -1.624 -4.379 -2.065
H -1.778 -6.042 -2.090
*
```

Summary:
Relative energy (zero: lowest compared OMol25 entry of this formula, charge and spin) ... 106.7 kJ/mol
HOMO-LUMO gap (alpha / beta) ... 4.6 / 5.9 eV

[6]
C27H32N4O3 | the ωB97M-V functional and the def2-TZVPD basis

```
! RIJCOSX wB97M-V def2-TZVPD def2/J DEFGRID3
* xyz 0 1
C -0.126 1.410 2.146
C -0.593 0.018 2.259
C 0.314 -1.138 2.328
N -1.826 -0.303 1.747
O -2.056 -1.532 1.551
O -2.677 0.593 1.476
H 0.902 1.509 2.523
H -0.136 1.765 1.100
H -0.717 2.115 2.747
H 1.259 -0.874 2.815
H -0.112 -1.960 2.907
H 0.529 -1.523 1.320
C -7.193 2.569 7.699
N -6.205 2.554 6.651
C -6.506 3.040 5.408
O -7.590 3.529 5.078
C -5.272 2.845 4.542
C -4.801 4.162 3.906
C -5.788 4.688 2.922
C -6.220 4.086 1.753
N -7.244 4.836 1.206
C -7.461 5.967 1.995
C -8.414 6.979 1.917
C -8.411 7.963 2.917
C -7.503 7.908 3.985
C -6.554 6.886 4.074
C -6.532 5.912 3.074
N -4.287 2.283 5.470
C -3.077 1.916 5.003
C -2.066 1.373 5.786
C -0.823 0.892 5.385
C 0.201 0.549 6.345
C 1.581 0.400 6.000
C 2.537 0.038 6.953
C 2.169 -0.175 8.291
C 0.839 0.025 8.672
C -0.116 0.377 7.727
C -4.815 2.115 6.840
C -4.113 3.042 7.848
C -4.807 0.657 7.306
H -8.124 2.962 7.284
H -7.369 1.555 8.074
H -6.871 3.206 8.530
H -5.494 2.089 3.756
H -4.649 4.904 4.709
H -3.837 3.972 3.410
H -5.856 3.157 1.319
H -7.757 4.570 0.372
H -9.134 6.992 1.103
H -9.128 8.778 2.881
H -7.538 8.673 4.760
H -5.834 6.820 4.891
H -2.926 2.087 3.933
H -2.285 1.367 6.850
H -0.615 0.793 4.323
H 1.889 0.574 4.963
H 3.583 -0.083 6.665
H 2.909 -0.484 9.031
H 0.541 -0.100 9.713
H -1.144 0.495 8.077
H -4.281 4.091 7.563
H -4.522 2.876 8.852
H -3.037 2.860 7.877
H -5.463 0.074 6.646
H -3.802 0.234 7.273
H -5.183 0.599 8.333
*
```

Summary:
Relative energy (zero: lowest compared OMol25 entry of this formula, charge and spin) ... 649.7 kJ/mol
HOMO-LUMO gap ... 3.9 eV

[7]
C27H32N4O5 | the ωB97M-V functional and the def2-TZVPD basis

```
! RIJCOSX wB97M-V def2-TZVPD def2/J DEFGRID3
* xyz 0 1
C -2.904 -4.544 -0.798
C -3.075 -3.117 -0.559
C -4.366 -2.540 -0.457
C -4.733 -1.328 -0.173
C -3.697 -0.603 -0.123
C -2.477 -0.981 -0.031
C -2.260 -2.350 -0.221
H -1.172 -2.546 -0.612
N -1.394 0.044 -0.026
C -0.505 0.022 1.143
O 0.335 1.046 1.258
C -0.992 -0.787 2.186
C 0.378 -1.393 3.009
C 1.330 -1.979 2.340
O 1.296 -3.293 2.212
N 2.075 -1.363 1.639
C 3.122 -2.005 0.705
N 3.767 -1.092 -0.017
O 4.746 -1.716 -0.892
C 4.401 -3.068 -0.398
C 3.402 -3.203 0.335
H 2.914 -3.966 1.053
C 5.239 -4.033 -1.145
H 5.031 -4.040 -2.104
H 6.300 -3.812 -1.244
H 5.043 -5.110 -0.858
H 2.013 -0.510 1.456
H 0.097 -1.621 3.970
H 0.765 -0.323 3.542
H -1.304 -1.840 1.984
H -1.616 -0.266 2.865
C -1.178 0.933 -1.174
C 0.089 0.638 -1.832
C 0.098 -0.132 -3.100
C 1.463 -0.240 -3.365
C 2.210 0.534 -2.263
O 1.336 0.801 -1.552
H 3.210 0.423 -1.800
H 1.899 -0.566 -4.234
H -0.825 -0.158 -3.598
H -1.939 0.756 -1.537
C -1.376 2.476 -0.253
O -2.429 2.814 -0.189
N -0.131 2.919 -0.358
H 0.670 2.589 -0.521
C 0.187 4.292 0.240
C 0.878 4.126 1.623
H 0.819 3.091 2.040
C 2.265 4.663 1.111
H 2.706 4.913 2.131
H 2.737 3.765 0.680
C 2.100 5.763 0.172
H 3.154 5.944 -0.482
H 1.927 6.558 0.865
C 0.983 5.246 -0.508
H 0.327 6.274 -0.730
H 1.165 4.722 -1.590
H 0.332 4.969 2.350
H -0.963 4.808 0.420
H -3.741 0.608 0.537
C -6.137 -0.886 -0.101
H -6.191 0.263 0.075
H -6.582 -1.166 0.857
H -6.964 -1.225 -0.723
H -5.331 -3.423 -0.525
H -2.137 -5.016 -0.199
H -2.600 -4.734 -1.856
H -3.794 -5.025 -0.644
*
```

Summary:
Relative energy (zero: lowest compared OMol25 entry of this formula, charge and spin) ... 2689.6 kJ/mol
HOMO-LUMO gap ... 8.3 eV